# 1
The following is a quantum chemistry calculation of 3 unconnected molecules or ions with the total composition C7H17NO2 in a non-equilibrium geometry, from OMol25.

Each line ends with the Mulliken charge.
Element x y z (Å)
C  -0.146  1.605  1.318  -0.798
C  -0.141  0.295  0.446  -0.147
C  -1.472  0.097  -0.171  0.723
C  -2.450  0.983  -0.251  -1.369
C  -1.632  -1.367  -0.526  -0.608
C  -0.337  -2.043  -0.743  -0.024
C  0.188  -3.050  -0.112  -0.755
N  1.133  2.260  1.007  -0.491
H  -0.915  2.346  1.192  0.396
H  -0.038  1.219  2.289  0.253
H  0.199  -0.592  1.060  0.471
H  0.523  0.430  -0.518  0.165
H  -2.230  1.957  0.078  0.246
H  -3.463  0.876  -0.482  0.385
H  -1.918  -1.934  0.364  0.229
H  -2.417  -1.483  -1.328  0.282
H  0.187  -1.677  -1.609  0.198
H  -0.337  -3.506  0.741  0.206
H  1.165  -3.551  -0.214  0.270
H  1.398  3.044  1.544  0.187
H  1.297  2.458  0.014  0.125
H  1.966  0.036  0.905  0.407
H  3.297  -0.716  1.183  0.280
O  2.402  -0.741  0.847  -0.600
H  0.461  1.210  -2.522  0.290
H  2.013  0.842  -2.482  0.223
O  1.266  1.002  -2.028  -0.545

Values from the calculation:
Energy above the lowest of the compared OMol25 structures with the same formula, charge and spin in kcal/mol: 97.8
SMILES string: C=CCC(=C)CCN.O.O
2S+1: 1

=====

# 2
The following is a quantum chemistry calculation of a molecular structure, C33H59CrNP2Si in a non-equilibrium geometry, from OMol25.

Each line ends with the Mulliken charge.
Element x y z (Å)
Cr  -0.935  0.406  -0.641  -0.504
C  -2.474  1.930  -0.377  0.408
C  -2.850  1.030  -1.425  0.433
C  -2.688  -0.189  0.531  0.893
C  -2.380  1.172  0.830  0.783
C  -2.979  -0.286  -0.866  0.854
C  -2.375  3.416  -0.522  -1.793
H  -2.013  3.699  -1.520  0.318
H  -1.705  3.866  0.222  0.390
H  -3.363  3.886  -0.402  0.306
C  -2.243  1.717  2.214  -1.534
H  -2.069  2.797  2.194  0.519
H  -1.417  1.231  2.752  0.144
H  -3.160  1.548  2.797  0.336
C  -2.896  -1.270  1.539  -1.539
H  -3.966  -1.484  1.678  0.321
H  -2.482  -0.993  2.514  0.334
H  -2.425  -2.214  1.237  0.212
C  -3.506  -1.489  -1.568  -1.613
H  -4.602  -1.448  -1.656  0.264
H  -3.250  -2.407  -1.028  0.452
H  -3.093  -1.567  -2.582  0.276
C  -3.179  1.435  -2.809  -0.904
H  -4.183  1.877  -2.875  0.309
H  -3.121  0.572  -3.477  0.223
H  -2.456  2.177  -3.166  -0.010
C  0.974  0.696  -3.438  1.109
C  -0.036  1.554  -3.652  0.659
C  -0.617  1.801  -5.007  -1.681
C  -1.527  0.687  -5.618  -1.535
C  -1.596  -0.635  -4.903  -0.462
C  -0.534  -1.440  -4.769  -0.384
C  0.831  -1.115  -5.301  -1.103
C  1.661  -0.029  -4.553  -1.934
H  0.186  1.986  -5.741  0.452
H  -1.177  0.529  -6.655  0.597
H  -1.210  2.732  -4.967  0.446
H  1.989  0.694  -5.322  0.567
H  1.426  0.589  -2.446  -0.735
H  -0.371  2.232  -2.857  0.545
H  2.585  -0.497  -4.174  0.473
H  1.417  -2.050  -5.297  0.428
H  -0.646  -2.464  -4.402  0.845
H  0.763  -0.806  -6.359  0.405
H  -2.550  1.089  -5.705  0.285
H  -2.603  -0.991  -4.652  1.006
P  1.192  2.015  -0.119  1.293
C  0.959  2.623  1.589  -0.689
H  1.826  3.225  1.897  0.579
H  0.850  1.775  2.278  -0.322
H  0.058  3.245  1.653  0.278
C  2.942  1.496  -0.100  -0.793
H  3.570  2.334  0.243  0.540
H  3.264  1.199  -1.107  0.403
H  3.081  0.646  0.581  -0.466
C  1.238  3.572  -1.092  -1.430
H  1.486  3.358  -2.139  0.335
H  1.991  4.259  -0.680  0.500
H  0.261  4.072  -1.079  0.311
P  0.382  -1.955  -0.790  1.374
C  -0.669  -3.172  -1.679  -1.122
H  -0.079  -4.052  -1.972  0.549
H  -1.087  -2.716  -2.581  -0.256
H  -1.501  -3.496  -1.044  0.375
C  1.939  -2.014  -1.746  -0.926
H  1.742  -1.862  -2.814  -0.182
H  2.439  -2.980  -1.598  0.672
H  2.605  -1.215  -1.401  0.140
C  0.746  -2.870  0.753  -0.826
H  1.145  -3.867  0.501  0.553
H  -0.178  -2.991  1.339  0.071
H  1.456  -2.313  1.380  -0.163
C  3.946  -1.505  2.129  -0.954
Si  2.966  -0.838  3.588  0.247
C  3.249  -2.047  5.001  -1.156
C  3.658  0.814  4.150  -1.012
N  1.282  -0.685  3.228  0.676
C  0.289  -0.720  4.118  -0.231
C  -0.499  -1.908  4.316  -0.268
C  -1.239  -2.074  5.478  -0.654
C  -1.339  -1.027  6.404  -0.439
C  -0.751  0.217  6.137  -0.777
C  0.003  0.397  4.987  -0.015
H  5.007  -1.301  2.316  0.403
H  3.703  -1.075  1.154  0.082
H  3.847  -2.594  2.038  0.356
H  4.331  -2.085  5.206  0.381
H  2.735  -1.730  5.918  0.310
H  2.904  -3.059  4.746  0.331
H  3.650  1.559  3.344  0.270
H  3.098  1.226  4.999  0.299
H  4.699  0.676  4.479  0.418
H  -0.360  -2.723  3.604  0.376
H  -1.735  -3.030  5.667  0.439
H  -1.883  -1.177  7.336  0.392
H  -0.875  1.051  6.832  0.433
H  0.502  1.347  4.773  0.437

Values from the calculation:
Expectation value of S²: 3.819
Calculated total energy in eV: -91538.9713
Total charge: +1
2S+1: 4

=====

# 3
The following is a quantum chemistry calculation of 2 unconnected molecules or ions with the total composition C7H11NO2 in a non-equilibrium geometry, from OMol25.

Each line ends with the Mulliken charge.
Element x y z (Å)
C  0.564  -0.165  4.594  0.588
C  1.584  0.332  -0.635  -0.557
C  0.236  -0.327  3.346  -0.435
C  0.785  1.041  -1.756  -0.310
C  0.676  1.363  -0.298  0.446
C  -0.773  -1.314  2.703  -0.727
C  -0.395  0.451  -2.584  -0.621
N  0.064  1.796  0.718  -0.626
O  1.156  0.062  5.566  -0.403
O  -1.381  0.151  -1.568  -0.485
H  1.214  -0.719  -0.329  0.133
H  2.625  0.508  -0.796  0.350
H  0.079  0.522  2.732  0.217
H  1.197  1.727  -2.425  0.451
H  -1.761  -0.902  2.399  0.236
H  -0.816  -2.112  3.433  0.337
H  -0.255  -1.717  1.818  0.200
H  -0.108  -0.418  -3.072  0.296
H  -0.594  1.238  -3.211  0.439
H  -0.835  2.304  0.499  0.212
H  -2.194  0.304  -1.976  0.260

Values from the calculation:
Energy above the lowest of the compared OMol25 structures with the same formula, charge and spin in kcal/mol: 128.4
SMILES string: [H]/N=C1/C[C@H]1CO.CC=C=O
2S+1: 1

=====

# 4
The following is a quantum chemistry calculation of 2 unconnected molecules or ions with the total composition C2H8O4P in a non-equilibrium geometry, from OMol25.

Each line ends with the Mulliken charge.
Element x y z (Å)
C  0.926  1.572  -1.341  -0.531
C  0.259  -1.788  1.898  -0.451
O  -2.450  1.355  0.627  -0.414
O  -1.683  -0.172  -1.415  -0.379
O  -0.312  1.812  -0.764  -0.170
O  0.333  -0.535  1.515  -0.321
P  -1.277  0.706  -0.198  0.883
H  1.291  0.851  -0.555  0.301
H  1.484  2.493  -1.216  0.239
H  0.741  1.165  -2.319  0.268
H  -0.966  -2.158  1.781  0.240
H  0.409  -1.900  2.970  0.283
H  0.986  -2.456  1.348  0.256
H  -2.136  1.667  1.512  0.419
H  -2.330  -0.843  -1.225  0.377

Values from the calculation:
Energy above the lowest of the compared OMol25 structures with the same formula, charge and spin in kcal/mol: 119.1
Total charge: +1
2S+1: 1

=====

Repeat the third record exactly.
The following is a quantum chemistry calculation of 2 unconnected molecules or ions with the total composition C7H11NO2 in a non-equilibrium geometry, from OMol25.

Each line ends with the Mulliken charge.
Element x y z (Å)
C  0.564  -0.165  4.594  0.588
C  1.584  0.332  -0.635  -0.557
C  0.236  -0.327  3.346  -0.435
C  0.785  1.041  -1.756  -0.310
C  0.676  1.363  -0.298  0.446
C  -0.773  -1.314  2.703  -0.727
C  -0.395  0.451  -2.584  -0.621
N  0.064  1.796  0.718  -0.626
O  1.156  0.062  5.566  -0.403
O  -1.381  0.151  -1.568  -0.485
H  1.214  -0.719  -0.329  0.133
H  2.625  0.508  -0.796  0.350
H  0.079  0.522  2.732  0.217
H  1.197  1.727  -2.425  0.451
H  -1.761  -0.902  2.399  0.236
H  -0.816  -2.112  3.433  0.337
H  -0.255  -1.717  1.818  0.200
H  -0.108  -0.418  -3.072  0.296
H  -0.594  1.238  -3.211  0.439
H  -0.835  2.304  0.499  0.212
H  -2.194  0.304  -1.976  0.260

Values from the calculation:
Energy above the lowest of the compared OMol25 structures with the same formula, charge and spin in kcal/mol: 128.4
SMILES string: [H]/N=C1/C[C@H]1CO.CC=C=O
2S+1: 1

=====

Look up the 2S+1 of the fourth one. 1

=====

Copy entry 4 word for word.
The following is a quantum chemistry calculation of 2 unconnected molecules or ions with the total composition C2H8O4P in a non-equilibrium geometry, from OMol25.

Each line ends with the Mulliken charge.
Element x y z (Å)
C  0.926  1.572  -1.341  -0.531
C  0.259  -1.788  1.898  -0.451
O  -2.450  1.355  0.627  -0.414
O  -1.683  -0.172  -1.415  -0.379
O  -0.312  1.812  -0.764  -0.170
O  0.333  -0.535  1.515  -0.321
P  -1.277  0.706  -0.198  0.883
H  1.291  0.851  -0.555  0.301
H  1.484  2.493  -1.216  0.239
H  0.741  1.165  -2.319  0.268
H  -0.966  -2.158  1.781  0.240
H  0.409  -1.900  2.970  0.283
H  0.986  -2.456  1.348  0.256
H  -2.136  1.667  1.512  0.419
H  -2.330  -0.843  -1.225  0.377

Values from the calculation:
Energy above the lowest of the compared OMol25 structures with the same formula, charge and spin in kcal/mol: 119.1
Total charge: +1
2S+1: 1